The following is a DFT calculation (ωB97M-V/def2-TZVPD) of 2 unconnected molecules or ions with the total composition H2N5O at a distorted geometry.

Output
Maximum force = 6.94 eV Å⁻¹
Kohn-Sham gap (alpha / beta) = 6.32 / 7.13 eV
Energy above the lowest of the compared OMol25 structures with the same formula, charge and spin = 375.2 kJ/mol
Molar mass = 88.050 Da
Total charge = +1

Positions of all 8 atoms, in Å:
N 0.460 -2.231 -0.402
N -0.122 -1.549 -1.211
N 0.673 1.198 2.083
N -0.540 -0.258 -1.484
N -0.301 0.955 1.693
O -0.929 0.411 -0.412
H 1.664 1.586 2.147
H -0.905 -0.113 -2.413

Force components x, y, z for each atom (eV/Å):
-3.0 4.3 -4.6
2.0 -3.5 3.6
3.7 1.5 0.3
1.4 0.2 3.4
-2.6 -0.7 -0.2
0.1 -1.0 -2.4
-1.1 -0.7 0.2
-0.5 -0.1 -0.3